Entry from the Open Molecules 2025 dataset: 3 unconnected molecules or ions with the total composition C27H52ClN3O5P (ωB97M-V/def2-TZVPD).

Structure (XYZ):
```
89
Properties=species:S:1:pos:R:3:forces:R:3
C 2.26408 -0.44407 3.49131 -0.5 0.8 0.8
C 2.18356 0.77923 2.61008 -0.6 -0.6 3.3
O 2.53003 0.70497 1.51442 1.3 0.0 -4.7
O 1.75015 1.96579 3.12418 -0.6 0.3 0.4
C 0.35586 2.25312 2.97789 -0.2 -0.2 0.4
C -0.46537 1.24732 2.19197 -0.9 0.7 0.1
C -1.93766 1.75691 2.07456 0.7 -0.7 -0.1
C -2.88032 0.57626 2.21283 -1.3 0.6 0.0
C -4.09526 0.47220 1.26637 -0.2 -0.1 1.4
N -4.73921 -0.71812 1.89704 -0.3 -0.7 -2.8
C -4.38893 -0.90808 3.08467 0.2 1.2 1.7
C -3.68181 0.38644 3.51033 -0.4 -1.8 1.5
P -2.77127 0.42094 5.14649 2.0 0.0 0.3
O -3.23718 1.87841 5.72377 -0.7 -0.8 -0.9
Cl -3.68782 -1.05050 6.29729 -0.5 0.4 -0.5
H 2.18718 -0.18965 4.54434 0.1 -0.1 0.1
H 1.43281 -1.09500 3.24322 -0.1 -0.2 -0.1
H 3.19039 -0.94357 3.26833 0.3 -0.3 0.0
H 0.20873 3.24627 2.56630 0.4 0.2 -0.3
H -0.06473 2.28563 3.98513 0.0 0.0 0.2
H -0.11822 1.09665 1.17912 0.5 -0.3 -0.1
H -0.52130 0.31360 2.73621 0.4 -0.4 0.0
H -2.12403 2.52904 2.81646 -0.2 0.1 0.1
H -2.07515 2.16935 1.08229 0.0 0.4 -0.1
H -2.42141 -0.40245 2.08258 0.9 0.2 -0.2
H -4.80941 1.25955 1.51709 0.2 0.5 -0.8
H -3.87808 0.31008 0.22695 -0.2 -0.1 -0.4
H -5.31210 -1.32405 1.30939 0.2 -0.4 0.2
H -4.61598 -1.78192 3.67337 -0.3 -0.1 0.1
H -4.55302 1.04343 3.65115 0.1 0.5 -0.4
H -4.05562 2.14562 5.27396 0.0 0.4 0.6
C 7.29076 3.48524 -2.15837 -0.3 -0.1 -0.1
C 7.93039 3.18044 -0.78585 0.1 0.2 -2.0
C 8.07466 1.66638 -0.61002 -0.2 -0.3 0.4
C 6.74640 0.96230 -0.33626 0.0 0.1 0.0
C 6.02504 1.61048 0.84416 0.4 -0.4 -0.1
C 5.85048 3.12168 0.69077 -1.9 0.2 -0.6
N 7.12688 3.79457 0.31228 0.8 -1.6 1.1
O 7.86613 3.89389 1.36087 0.2 0.8 0.4
C 4.75385 3.41174 -0.35482 0.0 -0.1 -0.3
C 5.28667 3.69389 1.99049 0.5 0.2 0.4
C 9.32135 3.80782 -0.86423 0.2 0.2 0.6
H 6.47227 2.81679 -2.41764 -0.1 0.1 0.1
H 6.92734 4.51295 -2.20188 0.0 0.0 0.1
H 8.02507 3.36894 -2.95554 0.1 0.0 0.1
H 8.75660 1.45818 0.22076 0.0 0.1 0.0
H 8.53895 1.23934 -1.50181 0.0 0.2 -0.1
H 6.11197 0.97418 -1.22683 0.0 0.0 0.0
H 6.93246 -0.09082 -0.11364 0.0 0.0 0.0
H 5.04655 1.14337 0.97576 -0.1 0.2 0.0
H 6.59217 1.39765 1.75698 0.1 0.2 0.0
H 4.71751 4.47578 -0.59515 0.1 0.0 0.0
H 3.77627 3.13066 0.03924 0.1 0.0 0.2
H 4.86803 2.85408 -1.28104 0.1 0.1 0.0
H 5.91712 3.47203 2.85067 0.1 0.1 -0.1
H 4.30747 3.25766 2.19156 0.0 -0.1 -0.2
H 5.16792 4.77698 1.92462 0.0 0.0 0.0
H 9.25766 4.89208 -0.97223 0.0 0.0 0.0
H 9.85676 3.41458 -1.72791 -0.2 -0.1 -0.1
H 9.92783 3.58621 0.01251 -0.1 0.1 0.1
C -7.01997 -4.38068 -2.63160 0.1 -0.2 -0.2
C -6.14313 -3.15737 -2.28990 -1.6 -0.9 -0.1
C -6.11340 -2.19452 -3.48032 0.4 0.2 -0.2
C -5.25843 -2.69373 -4.64117 0.0 -0.1 0.0
C -3.85408 -3.05214 -4.16573 -0.3 0.5 0.0
C -3.84418 -4.02923 -2.98827 0.5 -1.9 -0.9
N -4.76522 -3.59423 -1.89194 0.5 2.2 -0.9
O -4.18907 -2.64110 -1.24044 0.0 0.0 1.1
C -4.22184 -5.44158 -3.47983 -0.3 -0.1 -0.1
C -2.41148 -4.17821 -2.47719 0.1 0.4 0.5
C -6.87520 -2.48832 -1.12735 0.5 0.3 0.5
H -6.87151 -4.75358 -3.64121 0.1 0.0 0.0
H -6.84605 -5.19784 -1.93022 0.1 0.0 0.0
H -8.07694 -4.12222 -2.56939 0.0 0.1 0.1
H -5.72704 -1.22205 -3.15499 0.0 -0.1 0.1
H -7.13313 -2.01807 -3.82902 -0.1 -0.1 0.2
H -5.72980 -3.55278 -5.12463 0.0 0.0 0.0
H -5.19517 -1.91643 -5.40461 0.0 0.0 0.0
H -3.28577 -3.47750 -4.99456 0.1 -0.1 0.1
H -3.33596 -2.13026 -3.88036 0.0 0.0 0.1
H -4.37141 -6.12068 -2.63909 0.0 0.0 0.0
H -3.41965 -5.85287 -4.09142 0.1 0.1 0.1
H -5.11003 -5.46904 -4.10523 0.0 0.0 0.1
H -1.97148 -3.22562 -2.18495 -0.1 0.0 0.1
H -1.78066 -4.58996 -3.26322 -0.2 -0.1 -0.1
H -2.36713 -4.85309 -1.62044 0.0 0.0 0.0
H -6.91077 -3.14054 -0.25017 0.0 -0.1 -0.1
H -7.89988 -2.25831 -1.41193 0.0 -0.1 -0.1
H -6.41305 -1.54044 -0.83733 0.1 0.0 -0.1
```
Forces are in eV/Å.

orbital gap (alpha / beta)	0.1870 / 0.2182	Eh
⟨S²⟩	2.008
max |F|	4.9	eV/Å
E_tot	-2401.61783	hartree
HOMO energy (alpha / beta)	-9.46 / -10.31	eV
LUMO (alpha / beta)	-4.37 / -4.37	eV
2S+1	3
net charge	+1